Version one
Computed, not measured: a structure of composition C4H4FNS2, with ωB97M-V with the def2-TZVPD basis set.

Summary:
2S+1   1
Net charge   0
M   149.2 g mol⁻¹

Geometry (Å):
C (0.505, -1.067, -0.511)
C (0.038, -1.355, 0.848)
C (-0.454, -0.092, 1.264)
C (-0.443, 0.776, 0.124)
H (2.601, -1.564, -1.215)
H (0.500, -2.211, 1.573)
H (-2.569, 2.374, 0.725)
H (-0.037, 0.186, -1.850)
N (0.136, 0.075, -0.874)
F (-0.571, 0.553, 2.457)
S (1.317, -2.145, -1.544)
S (-0.953, 2.529, -0.054)

---

Version two
Computed, not measured: a structure of composition C4H4FNS2, with ωB97M-V with the def2-TZVPD basis set.

Summary:
2S+1   1
Net charge   0
M   149.2 g mol⁻¹

Geometry (Å):
C (1.479, 0.484, 0.386)
C (0.508, -0.592, -0.064)
C (-0.713, -0.897, 0.824)
C (-1.677, -1.678, 0.347)
H (-0.392, 3.218, -1.463)
H (2.641, 0.496, 0.436)
H (-2.376, -1.975, 1.111)
H (-1.676, -2.157, -0.810)
N (0.905, 1.704, 0.303)
F (-0.652, -0.219, 1.996)
S (-0.680, 1.796, -0.348)
S (0.914, -1.386, -1.422)

---

Energy relative to the most stable one, in eV: version one 0.000; version two 1.894

---

Version one
Computed, not measured: a cluster of 2 separate species, C2H7NO3 in total, with ωB97M-V with the def2-TZVPD basis set.

Summary:
2S+1   1
Net charge   0
M   93.1 g mol⁻¹
SMILES   O=CNCO.O

Geometry (Å):
O (-0.697, -0.584, 1.355)
C (-1.156, 0.482, 0.962)
N (-0.696, 1.207, -0.241)
C (0.753, 1.044, -0.595)
O (0.703, 0.740, -1.964)
H (-1.947, 1.038, 1.429)
H (-1.272, 1.991, -0.678)
H (1.239, 2.055, -0.743)
H (1.258, 0.178, 0.081)
H (0.437, -0.203, -2.340)
O (0.866, -2.811, 0.962)
H (0.455, -1.857, 1.124)
H (0.055, -3.280, 0.648)

---

Version two
Computed, not measured: a structure of composition C2H7NO3, with ωB97M-V with the def2-TZVPD basis set.

Summary:
2S+1   1
Net charge   0
M   93.1 g mol⁻¹

Geometry (Å):
C (0.162, 0.618, 0.168)
C (0.993, 1.894, 0.193)
N (-0.903, -2.422, -0.484)
O (0.337, -0.123, -0.962)
O (0.177, -1.641, -0.211)
O (-1.207, 0.907, 0.421)
H (-1.673, 0.133, 0.054)
H (0.509, -0.067, 1.003)
H (-0.592, -3.185, -1.084)
H (-1.396, -2.745, 0.346)
H (0.884, 2.408, 1.150)
H (0.667, 2.564, -0.608)
H (2.044, 1.659, 0.015)

---

Energy relative to the most stable one, in eV: version one 0.000; version two 3.471

---

Version one
Computed, not measured: an isolated molecule of C3H11N5, with ωB97M-V with the def2-TZVPD basis set.

Summary:
2S+1   1
Net charge   0
M   117.2 g mol⁻¹
SMILES   CN(N)/N=C(/N)CN

Geometry (Å):
C (-1.132, 2.102, -1.254)
N (-1.169, 0.918, -0.412)
N (-2.026, 1.114, 0.670)
N (0.295, 0.737, -0.074)
C (0.878, -0.389, -0.150)
N (2.236, -0.373, -0.340)
C (0.283, -1.782, -0.012)
N (0.612, -2.411, 1.266)
H (-1.096, 1.782, -2.295)
H (-0.208, 2.658, -1.023)
H (-2.013, 2.717, -1.074)
H (-2.171, 0.236, 1.159)
H (-1.691, 1.820, 1.333)
H (2.783, -1.157, -0.023)
H (2.678, 0.529, -0.270)
H (-0.804, -1.726, -0.100)
H (0.662, -2.420, -0.814)
H (1.616, -2.506, 1.376)
H (0.268, -1.849, 2.037)

---

Version two
Computed, not measured: a cluster of 2 separate species, C3H11N5 in total, with ωB97M-V with the def2-TZVPD basis set.

Summary:
2S+1   1
Net charge   0
M   117.2 g mol⁻¹
SMILES   [H]/N=C(/C)N.[H]/N=C\NN

Geometry (Å):
H (-0.331, -0.983, -0.572)
N (-1.321, -1.161, -0.413)
C (-2.012, -0.101, -0.323)
C (-3.494, -0.221, -0.109)
N (-1.540, 1.170, -0.450)
H (-4.028, 0.269, -0.921)
H (-3.778, 0.254, 0.829)
H (-3.768, -1.270, -0.078)
H (-2.133, 1.943, -0.205)
H (-0.534, 1.327, -0.408)
H (2.031, 1.257, -0.834)
N (1.339, 1.189, -0.090)
C (1.611, 0.303, 0.766)
N (2.700, -0.512, 0.810)
N (3.592, -0.519, -0.273)
H (0.931, 0.158, 1.599)
H (2.708, -1.286, 1.466)
H (4.551, -0.468, 0.056)
H (3.476, -1.350, -0.852)

---

Energy relative to the most stable one, in eV: version one 1.525; version two 0.000

---

Version one
Computed, not measured: an isolated molecule of C20H21NO4, with ωB97M-V with the def2-TZVPD basis set.

Summary:
2S+1   1
Net charge   0
M   339.4 g mol⁻¹
SMILES   O=C(OCC(=O)N1CCOCC1)c1ccccc1Cc1ccccc1

Geometry (Å):
O (0.496, 3.394, -1.499)
C (0.320, 2.553, -0.658)
O (1.272, 1.693, -0.250)
C (2.506, 1.682, -0.963)
C (2.966, 0.232, -1.133)
O (3.098, -0.254, -2.238)
N (3.213, -0.459, -0.002)
C (3.078, -0.005, 1.364)
C (2.037, -0.874, 2.084)
O (2.356, -2.242, 2.005)
C (2.469, -2.670, 0.665)
C (3.542, -1.870, -0.080)
C (-0.944, 2.348, 0.101)
C (-1.484, 3.451, 0.752)
C (-2.650, 3.329, 1.484)
C (-3.285, 2.101, 1.551)
C (-2.764, 1.008, 0.878)
C (-1.592, 1.109, 0.142)
C (-1.042, -0.064, -0.637)
C (-1.925, -1.280, -0.608)
C (-2.945, -1.428, -1.539)
C (-3.768, -2.540, -1.511)
C (-3.580, -3.519, -0.551)
C (-2.567, -3.380, 0.382)
C (-1.746, -2.266, 0.354)
H (3.252, 2.276, -0.422)
H (2.358, 2.118, -1.956)
H (2.769, 1.035, 1.409)
H (4.048, -0.122, 1.863)
H (2.006, -0.629, 3.147)
H (1.047, -0.685, 1.643)
H (2.732, -3.727, 0.704)
H (1.504, -2.555, 0.147)
H (3.582, -2.155, -1.131)
H (4.517, -2.037, 0.389)
H (-0.975, 4.401, 0.680)
H (-3.062, 4.186, 1.994)
H (-4.196, 1.992, 2.119)
H (-3.282, 0.062, 0.922)
H (-0.058, -0.321, -0.236)
H (-0.893, 0.253, -1.674)
H (-3.094, -0.665, -2.290)
H (-4.557, -2.643, -2.242)
H (-4.221, -4.389, -0.529)
H (-2.414, -4.140, 1.134)
H (-0.961, -2.164, 1.091)

---

Version two
Computed, not measured: an isolated molecule of C20H21NO4, with ωB97M-V with the def2-TZVPD basis set.

Summary:
2S+1   1
Net charge   0
M   339.4 g mol⁻¹
SMILES   CC(C)(C)NC(=O)COC(=O)c1ccccc1C(=O)c1ccccc1

Geometry (Å):
C (-2.883, -1.264, 0.821)
C (-3.013, 0.048, 0.050)
C (-4.429, 0.609, 0.194)
C (-2.667, -0.160, -1.427)
N (-2.055, 0.983, 0.643)
C (-1.904, 2.266, 0.290)
O (-2.578, 2.872, -0.515)
C (-0.757, 2.968, 1.055)
O (0.518, 2.700, 0.477)
C (1.115, 1.549, 0.773)
O (0.615, 0.689, 1.471)
C (2.458, 1.424, 0.174)
C (3.051, 2.461, -0.542)
C (4.323, 2.303, -1.057)
C (5.013, 1.117, -0.854)
C (4.430, 0.082, -0.142)
C (3.147, 0.223, 0.369)
C (2.532, -0.910, 1.139)
O (2.889, -1.176, 2.263)
C (1.558, -1.739, 0.384)
C (0.892, -2.758, 1.064)
C (-0.011, -3.567, 0.401)
C (-0.254, -3.369, -0.950)
C (0.406, -2.359, -1.633)
C (1.308, -1.544, -0.972)
H (-1.866, -1.646, 0.755)
H (-3.558, -2.008, 0.408)
H (-3.132, -1.114, 1.869)
H (-5.149, -0.089, -0.224)
H (-4.509, 1.556, -0.332)
H (-4.665, 0.772, 1.243)
H (-1.655, -0.551, -1.522)
H (-3.359, -0.864, -1.881)
H (-2.731, 0.787, -1.955)
H (-1.343, 0.573, 1.238)
H (-0.760, 2.658, 2.105)
H (-0.891, 4.047, 0.968)
H (2.506, 3.381, -0.684)
H (4.783, 3.107, -1.612)
H (6.011, 0.999, -1.249)
H (4.965, -0.841, 0.019)
H (1.098, -2.891, 2.116)
H (-0.527, -4.352, 0.933)
H (-0.959, -3.999, -1.471)
H (0.218, -2.209, -2.686)
H (1.821, -0.763, -1.513)

---

Energy relative to the most stable one, in eV: version one 0.838; version two 0.000

---

Version one
Computed, not measured: a structure of composition C2H4ClFO2, with ωB97M-V with the def2-TZVPD basis set.

Summary:
2S+1   1
Net charge   0
M   114.5 g mol⁻¹

Geometry (Å):
C (0.544, -0.588, -0.012)
C (-1.968, 0.472, 0.086)
O (-2.467, 1.359, -0.742)
O (-0.184, 0.507, -0.412)
F (-1.933, 0.745, 1.383)
Cl (-2.523, -1.126, -0.223)
H (-0.128, -1.137, 0.620)
H (1.385, -0.288, 0.713)
H (0.999, -1.196, -0.942)
H (-1.727, 1.680, -1.176)

---

Version two
Computed, not measured: a cluster of 2 separate species, C2H4ClFO2 in total, with ωB97M-V with the def2-TZVPD basis set.

Summary:
2S+1   1
Net charge   0
M   114.5 g mol⁻¹

Geometry (Å):
C (1.215, -0.443, -0.064)
C (-1.529, 0.771, 0.191)
O (-1.885, -0.170, -0.621)
O (0.660, 0.704, -0.386)
F (0.687, -1.439, -0.910)
Cl (-1.347, 0.345, 1.814)
H (1.135, -0.879, 0.890)
H (2.365, -0.118, -0.271)
H (-1.821, 1.734, -0.096)
H (-1.241, -0.947, -0.728)

---

Energy relative to the most stable one, in eV: version one 0.000; version two 1.077

---

Version one
Computed, not measured: an isolated molecule of C3H8FN, with ωB97M-V with the def2-TZVPD basis set.

Summary:
2S+1   1
Net charge   0
M   77.1 g mol⁻¹
SMILES   NCCCF

Geometry (Å):
N (2.003, -0.483, -0.235)
C (0.850, 0.387, -0.199)
C (-0.496, -0.279, 0.229)
C (-1.739, 0.453, -0.019)
F (-2.736, -0.586, -0.223)
H (2.144, -1.363, 0.499)
H (2.885, 0.101, 0.049)
H (0.850, 1.360, 0.548)
H (0.699, 0.356, -1.238)
H (-0.544, -0.732, 1.134)
H (-0.340, -1.099, -0.400)
H (-1.770, 0.850, -1.016)
H (-1.807, 1.036, 0.872)

---

Version two
Computed, not measured: an isolated molecule of C3H8FN, with ωB97M-V with the def2-TZVPD basis set.

Summary:
2S+1   1
Net charge   0
M   77.1 g mol⁻¹
SMILES   CNCCF

Geometry (Å):
C (-0.558, 0.492, -1.722)
N (0.533, 0.329, -0.663)
C (-0.113, -0.309, 0.422)
C (0.663, -0.365, 1.625)
F (1.323, 0.726, 2.096)
H (-0.109, 0.814, -2.600)
H (-0.905, -0.585, -2.039)
H (-1.417, 1.000, -1.602)
H (0.879, 1.113, -0.341)
H (-0.982, 0.274, 0.758)
H (-0.402, -1.249, 0.317)
H (1.378, -1.226, 1.548)
H (-0.290, -1.015, 2.201)

---

Version three
Computed, not measured: a cluster of 2 separate species, C3H8FN in total, with ωB97M-V with the def2-TZVPD basis set.

Summary:
2S+1   1
Net charge   0
M   77.1 g mol⁻¹

Geometry (Å):
C (-0.379, 0.988, -0.984)
C (1.499, -1.015, 0.055)
C (-0.519, -0.088, 0.033)
N (-0.780, 0.296, 1.359)
F (-1.222, -1.140, -0.427)
H (0.308, 1.767, -0.743)
H (-0.087, 0.539, -1.942)
H (-1.293, 1.429, -1.128)
H (1.773, -0.849, 1.070)
H (1.847, -0.154, -0.535)
H (1.417, -2.060, -0.201)
H (-0.908, -0.560, 1.945)
H (-1.655, 0.847, 1.497)

---

Energy relative to the most stable one, in eV: version one 0.373; version two 0.583; version three 0.000